Molecular formula: C48H74O28
Method: DFT, ωB97M-V/def2-TZVPD

ORCA input file:
```
! wB97M-V def2-TZVPD RIJCOSX def2/J DEFGRID3
* xyz 0 1
C 2.50029 2.98070 3.03735
C 1.56087 4.15686 2.93141
O 2.12424 5.06790 2.00408
O 2.73364 2.15942 1.85296
H 2.25221 2.36396 3.92727
H 3.48554 3.43467 3.15982
H 1.62038 4.61899 3.91509
H 0.56176 3.85612 2.60762
H 1.71157 5.93836 2.07854
H 3.23533 2.72533 1.26634
C -1.52646 -5.22914 1.47606
C -1.51388 -6.16349 2.58275
O -2.76320 -6.35779 3.18226
O -1.83234 -3.98162 2.00428
H -2.19754 -5.40840 0.64730
H -0.51509 -5.26958 1.07006
H -0.81324 -5.79680 3.35062
H -1.15258 -7.15639 2.36578
H -3.16963 -5.48739 3.29880
H -1.37073 -3.34072 1.43054
C -1.67667 3.12201 3.93811
C -2.52486 2.92185 5.14430
O -3.80049 3.50039 4.86948
O -1.53743 4.52976 3.67086
H -2.00463 2.58861 3.05248
H -0.68715 2.70578 4.21691
H -2.03432 3.51258 5.91621
H -2.57545 1.85788 5.33381
H -4.48757 3.00741 5.30034
H -2.22513 4.99993 4.16056
C 1.01172 -1.57200 -5.46199
C 1.97314 -2.18542 -6.47495
O 1.19966 -1.99797 -7.70795
O -0.25088 -2.16404 -5.51707
H 0.90943 -0.49219 -5.64789
H 1.30209 -1.61996 -4.41967
H 2.06209 -3.24787 -6.28643
H 2.92493 -1.66494 -6.52764
H 1.57555 -1.25187 -8.20850
H -0.43241 -2.36255 -6.44171
C -0.47309 4.32081 -0.45739
C -1.70008 3.55362 -0.07748
O -2.96261 4.09285 -0.52773
O -0.74628 4.70876 -1.77676
H 0.43864 3.70007 -0.33971
H -0.38139 5.18755 0.22015
H -1.84190 3.61566 0.98668
H -1.46926 2.51462 -0.35480
H -2.77355 4.66867 -1.28636
H 0.00401 5.24820 -2.11645
C 1.66684 0.22777 -1.79804
C 3.13077 -0.04527 -2.06354
O 3.35321 -1.12658 -2.93142
O 0.97508 -0.96286 -1.35210
H 1.25781 0.59956 -2.73286
H 1.60546 0.99783 -1.04224
H 3.70291 -0.17150 -1.14565
H 3.51419 0.84863 -2.54121
H 4.30544 -1.30307 -2.84752
H 1.38099 -1.74458 -1.79670
C 4.16018 5.12173 -1.09331
C 4.65799 3.70457 -1.16570
O 4.73159 3.10093 0.14720
O 2.80482 5.18952 -0.67761
H 4.16299 5.51809 -2.10972
H 4.81778 5.75595 -0.48305
H 5.66771 3.65954 -1.57803
H 3.92647 3.17278 -1.77870
H 5.43299 3.53604 0.64884
H 2.71965 4.75462 0.18671
C 1.94818 -4.60377 -3.12484
C 1.33635 -4.95954 -1.78535
O 0.29194 -4.04588 -1.63712
O 0.94484 -4.54933 -4.14237
H 2.68699 -5.35406 -3.45876
H 2.43444 -3.64297 -3.03701
H 1.97845 -4.79717 -0.91267
H 1.01758 -6.02618 -1.71884
H -0.58932 -4.43739 -1.76243
H 0.31152 -3.82021 -4.20974
C 0.19036 0.18484 2.39504
C 0.64058 -1.20722 2.02171
O -0.30691 -1.71641 1.08248
O 0.19934 1.08451 1.29405
H 0.86615 0.50495 3.17397
H -0.87426 0.12449 2.69926
H 0.64012 -1.84892 2.90167
H 1.63652 -1.24712 1.61665
H 0.09938 -1.64050 0.19326
H 1.09066 1.43738 1.24162
C -2.54211 -2.17520 -2.77019
C -2.64632 -1.22492 -3.67547
C -3.36119 -1.50220 -4.95368
O -3.55365 -0.63406 -5.76334
C -3.91770 -2.89416 -5.24481
C -3.63050 -3.85871 -4.37715
C -2.83068 -3.56377 -3.13382
O -2.55694 -4.48395 -2.40850
H -2.13278 -2.03389 -1.77632
H -2.33267 -0.18870 -3.62720
H -4.49262 -2.96054 -6.15673
H -4.05011 -4.84576 -4.51384
C -0.78996 -2.10530 5.76498
C -0.95367 -0.79358 6.04873
C 0.07786 -0.11368 6.85245
O -0.04705 1.04171 7.20350
C 1.33645 -0.86626 7.28396
C 1.50908 -2.11634 6.95894
C 0.45239 -2.76871 6.11956
O 0.57797 -3.91063 5.79594
H -1.53284 -2.65325 5.17223
H -1.84966 -0.20830 5.74536
H 2.03603 -0.32877 7.93719
H 2.37629 -2.65460 7.28987
C -3.60773 -0.79830 1.56888
C -3.83196 -0.37864 0.29154
C -4.59275 0.91382 0.04867
O -4.91732 1.19425 -1.06242
C -5.01512 1.72083 1.20191
C -4.58080 1.44435 2.42339
C -3.84374 0.15559 2.67772
O -3.38666 -0.05708 3.78030
H -2.96843 -1.65624 1.74525
H -3.68735 -0.99216 -0.57800
H -5.58906 2.58114 0.93549
H -4.65581 2.11134 3.27037
C 4.44714 -3.13473 1.61035
C 3.86046 -2.90164 2.75695
C 3.78237 -1.50751 3.26120
O 3.32562 -1.29596 4.36147
C 4.52535 -0.39607 2.59757
C 5.08383 -0.62245 1.43555
C 5.06063 -1.99929 0.87368
O 5.52904 -2.18537 -0.25363
H 4.50203 -4.11401 1.12312
H 3.36719 -3.66215 3.38620
H 4.42248 0.58617 3.05933
H 5.57337 0.14197 0.84231
C -3.50843 2.63762 -3.80053
C -2.19568 2.50748 -3.83473
C -1.48690 2.68362 -5.11239
O -0.28881 2.57017 -5.12609
C -2.17837 2.99349 -6.39800
C -3.50748 3.04448 -6.38764
C -4.24755 2.85909 -5.08260
O -5.43623 2.92267 -5.07775
H -4.08135 2.67008 -2.89308
H -1.57115 2.28179 -2.97868
H -1.54297 3.05204 -7.27052
H -4.16849 3.29080 -7.21117
*
```

Its HOMO energy is -9.6 eV. The orbital gap is 7.99 eV. The calculated total energy is -3979.7917 Eh.

These are the Mulliken partial charges, in e, on atoms 1 to 6: -0.810, -0.136, -0.632, 0.149, 0.422, 0.616